No. 1
The following is a quantum chemistry calculation of one molecule with the formula C4H8O2, from the OMol25 dataset.

XYZ file:
```
14
C4H8O2 ωB97M-V with the def2-TZVPD basis set
C 1.698 0.692 0.837
C 0.790 -0.277 0.236
C -1.555 -0.233 -0.454
O -1.769 -1.570 -0.114
C -0.023 0.174 -0.856
O 0.027 1.380 -1.292
H 2.282 1.156 0.026
H 2.329 0.320 1.644
H 1.070 1.538 1.170
H 0.688 -1.300 0.595
H -1.860 0.474 0.324
H -2.095 -0.007 -1.372
H -1.717 -1.663 0.844
H 0.136 -0.685 -1.588
```

Summary:
- ΔE to the lowest compared entry with this formula, charge and spin (kJ/mol) = 433.4
- 2S+1 = 1
- HOMO (alpha / beta) (Eh) = -0.301 / -0.319
- DFT total energy (Eh) = -307.54735
- orbital gap (alpha / beta) (Ha) = 0.2564 / 0.2910

The Mulliken scheme yields these atomic charges, measured in e:
1 C -1.007
2 C -0.318
3 C -0.496
4 O -0.506
5 C 0.491
6 O -0.738
7 H 0.299
8 H 0.334
9 H 0.276
10 H 0.496
11 H 0.317
12 H 0.297
13 H 0.336
14 H 0.220

=====

No. 2
The following is a quantum chemistry calculation of C41H35ClNP2Re as an isolated structure at a distorted geometry, from the OMol25 dataset.

XYZ file:
```
81
C41H35ClNP2Re ωB97M-V with the def2-TZVPD basis set
C 1.793 1.263 -0.568
C 1.272 0.366 -1.531
C -0.045 0.807 -1.893
H 1.837 -0.431 -1.989
C -0.348 1.971 -1.124
C 0.818 2.290 -0.359
H 0.968 3.193 0.206
H 2.792 1.220 -0.155
H -0.670 0.377 -2.658
H -1.266 2.545 -1.147
Re 0.020 0.351 0.263
Cl -2.286 0.072 1.088
P -0.851 -1.958 -0.647
C -2.060 -1.794 -2.031
C -2.053 -2.624 -3.163
H -1.286 -3.390 -3.289
C -3.044 -2.484 -4.144
H -3.024 -3.135 -5.020
C -4.056 -1.529 -4.006
H -4.830 -1.425 -4.771
C -4.076 -0.706 -2.876
H -4.862 0.040 -2.739
C -3.089 -0.844 -1.905
H -3.136 -0.214 -1.016
C 0.434 -3.063 -1.338
C 1.096 -2.708 -2.530
H 0.775 -1.835 -3.103
C 2.172 -3.463 -2.998
H 2.706 -3.138 -3.893
C 2.554 -4.630 -2.327
H 3.387 -5.230 -2.702
C 1.863 -5.023 -1.175
H 2.142 -5.941 -0.655
C 0.819 -4.240 -0.675
H 0.286 -4.557 0.222
C -1.752 -3.067 0.484
C -2.707 -3.979 0.021
H -2.964 -4.017 -1.039
C -3.341 -4.845 0.919
H -4.077 -5.559 0.547
C -3.034 -4.793 2.282
H -3.529 -5.470 2.984
C -2.087 -3.871 2.747
H -1.839 -3.825 3.811
C -1.450 -3.009 1.858
H -0.728 -2.278 2.225
N 0.514 0.715 1.900
P 1.043 1.900 2.927
C 2.704 2.320 2.360
C 3.684 1.312 2.448
C 4.981 1.574 2.009
C 5.295 2.832 1.477
C 4.319 3.829 1.382
C 3.023 3.583 1.840
C -0.035 3.352 2.820
C -1.214 3.374 2.041
C -1.978 4.536 1.957
C -1.651 5.655 2.730
C -0.530 5.617 3.564
C 0.265 4.478 3.614
C 1.364 1.586 4.665
C 2.222 2.484 5.335
C 2.490 2.333 6.691
C 1.942 1.249 7.383
C 1.124 0.330 6.713
C 0.821 0.491 5.357
H 3.426 0.333 2.859
H 5.739 0.793 2.086
H 6.310 3.031 1.131
H 4.551 4.805 0.954
H 2.260 4.359 1.778
H -1.545 2.472 1.519
H -2.842 4.561 1.292
H -2.275 6.546 2.689
H -0.275 6.474 4.184
H 1.113 4.456 4.293
H 2.713 3.294 4.791
H 3.133 3.057 7.191
H 2.162 1.122 8.443
H 0.716 -0.521 7.258
H 0.191 -0.221 4.821
```

Summary:
- ⟨S²⟩ = 3.7648
- 2S+1 = 4
- HOMO (alpha / beta) (Eh) = -0.332 / -0.415
- DFT total energy (Eh) = -2859.06410
- net charge = +1
- orbital gap (alpha / beta) (Ha) = 0.2517 / 0.2700

The Mulliken scheme yields these atomic charges, measured in e:
1 C -0.482
2 C -0.593
3 C -0.288
4 H 0.675
5 C -1.603
6 C -0.252
7 H 1.017
8 H 0.425
9 H 0.981
10 H 0.463
11 Re 0.399
12 Cl -0.391
13 P 1.368
14 C 0.415
15 C -0.247
16 H 0.460
17 C -0.725
18 H 0.422
19 C -0.612
20 H 0.378
21 C -0.757
22 H 0.440
23 C -0.240
24 H 0.205
25 C 0.608
26 C -0.608
27 H 0.838
28 C -0.895
29 H 0.408
30 C -0.642
31 H 0.393
32 C -0.661
33 H 0.428
34 C -0.829
35 H 0.366
36 C -0.041
37 C -0.208
38 H 0.357
39 C -0.695
40 H 0.412
41 C -0.572
42 H 0.375
43 C -0.543
44 H 0.409
45 C -0.218
46 H 0.290
47 N 0.285
48 P 0.720
49 C 0.257
50 C -0.517
51 C -0.716
52 C -0.488
53 C -0.852
54 C 0.227
55 C 0.693
56 C 0.208
57 C -0.886
58 C -0.629
59 C -0.747
60 C -0.482
61 C 0.797
62 C -0.470
63 C -0.853
64 C -0.489
65 C -0.601
66 C -0.612
67 H 0.398
68 H 0.434
69 H 0.400
70 H 0.428
71 H 0.366
72 H 0.271
73 H 0.447
74 H 0.389
75 H 0.444
76 H 0.233
77 H 0.221
78 H 0.409
79 H 0.395
80 H 0.410
81 H 0.481

=====

No. 3
The following is a quantum chemistry calculation of an isolated ion of composition C6H7N2O2 and charge +1 at a distorted geometry, from the OMol25 dataset.

XYZ file:
```
17
C6H7N2O2 ωB97M-V with the def2-TZVPD basis set
C 0.344 1.785 -0.166
C 1.392 0.955 0.031
C -1.079 1.349 0.073
C -0.159 -0.987 0.065
C 1.125 -0.423 -0.065
C -1.212 -0.186 0.173
N -2.940 -1.802 -0.062
N 3.381 -0.921 0.058
O 2.105 -1.342 -0.099
O -2.479 -0.569 0.039
H 0.626 2.863 -0.210
H 2.433 1.387 0.030
H -1.483 1.721 0.967
H -0.397 -2.118 -0.016
H -3.886 -1.843 -0.366
H 4.094 -1.608 0.182
H -1.865 1.739 -0.633
```

Summary:
- ΔE to the lowest compared entry with this formula, charge and spin (kJ/mol) = 798.8
- 2S+1 = 1
- HOMO (alpha / beta) (Eh) = -0.517 / -0.496
- DFT total energy (Eh) = -492.28910
- net charge = +1
- orbital gap (alpha / beta) (Ha) = 0.3023 / 0.2741

The Mulliken scheme yields these atomic charges, measured in e:
1 C -0.440
2 C -0.261
3 C -0.582
4 C -0.257
5 C 0.876
6 C 0.218
7 N -0.511
8 N -0.429
9 O -0.076
10 O -0.066
11 H 0.353
12 H 0.387
13 H 0.399
14 H 0.408
15 H 0.279
16 H 0.271
17 H 0.430

=====

No. 4
The following is a quantum chemistry calculation of a 5-piece molecular cluster, C25H55BrClNO7 overall at a distorted geometry, from the OMol25 dataset.

XYZ file:
```
90
C25H55BrClNO7 ωB97M-V with the def2-TZVPD basis set
C 5.177 1.574 -1.751
C 4.151 0.431 -1.878
C 3.386 0.265 -0.578
Br 2.232 1.809 -0.317
C 2.677 -1.056 -0.440
Cl 2.075 -1.096 1.290
O 3.491 -2.227 -0.495
C 2.563 -3.249 -0.442
O 2.753 -4.313 -0.126
O 1.330 -2.788 -0.828
C 1.632 -1.510 -1.438
C 0.428 -0.675 -1.797
C -0.649 -0.565 -0.718
C -1.575 0.653 -0.977
N -1.870 1.440 0.235
H 6.145 1.248 -2.106
H 5.313 1.882 -0.720
H 4.886 2.437 -2.334
H 3.482 0.618 -2.707
H 4.721 -0.463 -2.112
H 4.108 0.309 0.221
H 2.068 -1.835 -2.379
H -0.035 -1.173 -2.646
H 0.735 0.288 -2.172
H -1.304 -1.424 -0.726
H -0.262 -0.477 0.287
H -1.166 1.310 -1.738
H -2.538 0.306 -1.337
H -1.216 2.205 0.326
H -1.788 0.822 1.033
C -1.244 -0.878 4.510
C -1.746 0.001 3.378
O -2.322 -0.714 2.300
C -3.456 -1.509 2.601
C -4.626 -0.718 3.160
H -0.512 -1.597 4.137
H -0.774 -0.267 5.282
H -2.051 -1.442 4.978
H -0.902 0.547 2.950
H -2.447 0.756 3.750
H -3.180 -2.328 3.274
H -3.753 -1.971 1.659
H -4.382 -0.240 4.110
H -5.480 -1.375 3.328
H -4.922 0.069 2.464
C -6.626 2.249 -0.585
C -7.259 1.667 0.668
O -6.894 2.339 1.860
C -7.233 3.711 1.939
C -8.723 3.986 1.827
H -5.538 2.243 -0.499
H -6.913 1.663 -1.459
H -6.937 3.280 -0.759
H -6.922 0.637 0.792
H -8.350 1.628 0.571
H -6.675 4.284 1.190
H -6.878 4.048 2.913
H -9.127 3.673 0.864
H -8.918 5.053 1.940
H -9.268 3.448 2.605
C 3.585 -9.804 -0.592
C 2.100 -9.848 -0.912
O 1.330 -8.895 -0.206
C 1.667 -7.533 -0.421
C 1.534 -7.089 -1.868
H 3.747 -9.948 0.478
H 4.112 -10.588 -1.136
H 4.034 -8.849 -0.867
H 1.702 -10.823 -0.626
H 1.934 -9.749 -1.991
H 2.671 -7.326 -0.039
H 0.978 -6.954 0.193
H 2.210 -7.634 -2.528
H 1.764 -6.027 -1.955
H 0.517 -7.258 -2.226
C 4.562 7.384 0.308
C 5.130 6.166 -0.401
O 4.235 5.567 -1.321
C 3.793 6.383 -2.390
C 4.914 6.898 -3.278
H 3.643 7.123 0.835
H 5.283 7.770 1.030
H 4.325 8.189 -0.388
H 5.355 5.396 0.338
H 6.077 6.410 -0.894
H 3.186 7.212 -2.010
H 3.125 5.757 -2.983
H 5.608 7.537 -2.732
H 4.502 7.480 -4.103
H 5.487 6.065 -3.689
```

Summary:
- 2S+1 = 1
- HOMO (Eh) = -0.321
- DFT total energy (Eh) = -4601.10310
- orbital gap (Ha) = 0.3390

The Mulliken scheme yields these atomic charges, measured in e:
1 C -1.175
2 C -0.422
3 C -1.000
4 Br 0.003
5 C 1.127
6 Cl -0.190
7 O -0.423
8 C 0.251
9 O -0.408
10 O -0.362
11 C -0.137
12 C -1.240
13 C 0.208
14 C -0.975
15 N -0.550
16 H 0.378
17 H 0.329
18 H 0.284
19 H 0.366
20 H 0.312
21 H 0.676
22 H 0.471
23 H 0.428
24 H 0.498
25 H 0.284
26 H 0.019
27 H 0.559
28 H 0.291
29 H 0.275
30 H 0.153
31 C -1.344
32 C -0.261
33 O -0.350
34 C -0.401
35 C -1.142
36 H 0.318
37 H 0.411
38 H 0.310
39 H 0.369
40 H 0.399
41 H 0.316
42 H 0.333
43 H 0.284
44 H 0.463
45 H 0.275
46 C -1.090
47 C -0.309
48 O -0.394
49 C -0.373
50 C -1.026
51 H 0.288
52 H 0.392
53 H 0.283
54 H 0.326
55 H 0.327
56 H 0.318
57 H 0.316
58 H 0.265
59 H 0.386
60 H 0.287
61 C -0.998
62 C -0.330
63 O -0.454
64 C -0.226
65 C -0.871
66 H 0.279
67 H 0.383
68 H 0.258
69 H 0.335
70 H 0.287
71 H 0.276
72 H 0.292
73 H 0.266
74 H 0.215
75 H 0.287
76 C -1.061
77 C -0.341
78 O -0.345
79 C -0.360
80 C -1.047
81 H 0.290
82 H 0.389
83 H 0.266
84 H 0.304
85 H 0.319
86 H 0.308
87 H 0.334
88 H 0.268
89 H 0.391
90 H 0.276

=====

No. 5
The following is a quantum chemistry calculation of one molecule with the formula C4H3N3O at a distorted geometry, from the OMol25 dataset.

XYZ file:
```
11
C4H3N3O ωB97M-V with the def2-TZVPD basis set
N 0.407 2.517 -1.979
C 0.213 1.632 -1.252
C -0.072 0.582 -0.376
C -1.277 0.238 0.201
N -1.053 -0.877 0.944
N 0.185 -1.289 0.844
C 0.812 -0.446 0.045
O 2.110 -0.531 -0.345
H -2.236 0.737 0.191
H -1.674 -1.427 1.500
H 2.586 -1.135 0.228
```

Summary:
- ΔE to the lowest compared entry with this formula, charge and spin (kJ/mol) = 16.7
- 2S+1 = 1
- HOMO (Eh) = -0.353
- DFT total energy (Eh) = -393.71305
- orbital gap (Ha) = 0.3782

The Mulliken scheme yields these atomic charges, measured in e:
1 N -0.520
2 C 0.221
3 C 0.356
4 C -0.549
5 N 0.356
6 N -0.899
7 C 0.502
8 O -0.481
9 H 0.466
10 H 0.191
11 H 0.355

=====

No. 6
The following is a quantum chemistry calculation of one molecule with the formula C2H4N4 at a distorted geometry, from the OMol25 dataset.

XYZ file:
```
10
C2H4N4 ωB97M-V with the def2-TZVPD basis set
N -1.786 0.084 -0.014
N -0.387 0.087 -0.159
C 0.412 1.110 -0.081
N 1.665 0.695 -0.034
C 1.544 -0.688 -0.047
N 0.241 -1.088 -0.078
H -2.139 -0.557 -0.703
H -2.024 -0.378 0.880
H 0.077 2.122 0.072
H 2.396 -1.388 0.164
```

Summary:
- ΔE to the lowest compared entry with this formula, charge and spin (kJ/mol) = 142.4
- 2S+1 = 1
- HOMO (Eh) = -0.372
- DFT total energy (Eh) = -297.59007
- orbital gap (Ha) = 0.4106

The Mulliken scheme yields these atomic charges, measured in e:
1 N -0.749
2 N 0.758
3 C 0.149
4 N -0.582
5 C -0.074
6 N -0.765
7 H 0.284
8 H 0.283
9 H 0.358
10 H 0.337

=====

What is the formula in the second record? C41H35ClNP2Re

=====

Number 1 is which compound? C4H8O2